## w
Below is a 2-piece molecular cluster, C14H16O overall, with properties calculated with ωB97M-V with the def2-TZVPD basis set.

Structure (ORCA input):
```
! wB97M-V def2-TZVPD RIJCOSX def2/J DEFGRID3
* xyz 0 1
C 1.4705 1.5577 4.5203
C 1.0643 1.9327 0.8291
C 0.8126 2.0272 2.1933
C 1.7847 0.8313 0.3504
C 1.4701 1.0916 3.0268
C 2.1461 -0.2688 1.1937
C 2.0111 -0.0754 2.6151
O 2.2678 0.6095 -0.9353
H 0.6373 2.7117 0.2075
H 0.1496 2.8194 2.5285
H 1.6283 0.9410 -1.6921
H 2.5447 -1.1380 0.7546
H 0.4621 1.7747 4.8404
H 1.9698 2.5022 4.5827
H 2.2120 -0.9189 3.2864
H 1.9248 0.8355 5.1518
C -1.6036 -0.6587 -4.3076
C -1.1171 -0.6551 -0.6313
C -2.1997 -1.4640 -0.2110
C -0.7925 -0.5212 -1.9044
C -1.7008 -0.9704 -2.8413
C -3.0798 -1.9911 -1.1360
C -2.7646 -1.7991 -2.4957
H -0.4673 -0.2651 0.0937
H -2.4183 -1.5767 0.8141
H -0.0238 0.1295 -2.2140
H -3.6325 -2.8357 -0.8994
H -2.4014 -1.1889 -4.8465
H -0.5525 -0.9142 -4.6156
H -3.3533 -2.3671 -3.2250
H -1.8298 0.3955 -4.4932
*
```

## Properties
structure (SMILES)	Cc1ccc(O)cc1.Cc1ccccc1
HOMO level	-8.4	eV
HOMO-LUMO gap	9.13	eV


## x
Below is a 2-piece molecular cluster, C14H16O overall, with properties calculated with ωB97M-V with the def2-TZVPD basis set.

Structure (ORCA input):
```
! wB97M-V def2-TZVPD RIJCOSX def2/J DEFGRID3
* xyz 0 1
C -0.5704 2.6072 0.2926
C -0.9410 0.3287 1.2684
C -0.4552 1.6127 1.4106
C -0.6881 -0.7101 2.1820
C 0.1833 1.9282 2.6190
C 0.0017 -0.3618 3.3349
C 0.3969 0.9717 3.5751
O -0.0331 -1.1449 4.4600
H -1.5492 0.1884 0.3787
H -1.1043 -1.6640 1.9125
H -1.0616 3.5733 0.4771
H -1.2002 2.3349 -0.5611
H 0.3976 2.9772 2.7969
H 0.7507 1.1464 4.5821
H -0.5748 -1.9264 4.3286
H 0.4484 2.7008 -0.0988
C 1.0714 -2.1313 -0.4119
C 0.7937 0.0242 -1.6704
C 0.6510 -1.3569 -1.6699
C 0.3968 0.7582 -2.7964
C -0.1739 0.0886 -3.8737
C 0.0816 -2.0093 -2.7590
C -0.5000 -1.2511 -3.7790
H 1.2383 0.6030 -0.8719
H 0.6351 1.8141 -2.7620
H 0.9096 -1.6261 0.5274
H 2.1465 -2.2686 -0.5845
H -0.6142 0.6279 -4.7008
H -0.1685 -3.0508 -2.5759
H -1.0838 -1.6692 -4.5757
H 0.6157 -3.1152 -0.4548
*
```

## Properties
structure (SMILES)	Cc1ccc(O)cc1.Cc1ccccc1
HOMO level	-8.4	eV
HOMO-LUMO gap	9.16	eV


x comes first in stability; the runner-up is 0.0338 hartree higher.


## w
Below is a 2-piece molecular cluster, C14H16O overall, with properties calculated with ωB97M-V with the def2-TZVPD basis set.

Structure (ORCA input):
```
! wB97M-V def2-TZVPD RIJCOSX def2/J DEFGRID3
* xyz 0 1
C 1.5629 -0.9983 2.7953
C 0.5900 -3.1048 2.2863
C 1.0471 -1.8436 1.7964
C -0.0658 -3.9581 1.3985
C -0.0048 -3.5937 0.0098
C 1.0215 -1.5276 0.4541
C 0.5001 -2.4069 -0.4736
H 0.7607 -3.4704 3.3123
H -0.3502 -4.9754 1.7167
H 0.9910 -0.1218 3.0293
H 2.5495 -0.4520 2.4398
H -0.4118 -4.2986 -0.6683
H 1.4852 -0.6586 0.0962
H 0.7744 -2.2800 -1.5318
H 2.1002 -1.3922 3.7245
C -1.6953 0.4451 -2.7051
C -0.7817 1.2899 -0.5289
C -1.2717 1.5446 -1.7690
C -0.1363 2.3180 0.2162
C -0.1070 3.5635 -0.3697
C -1.3071 2.8526 -2.3054
C -0.5374 3.8069 -1.6944
O 0.4232 4.5755 0.3530
H -0.9680 0.3017 -0.0504
H 0.1402 2.2112 1.2006
H -0.7273 -0.2533 -2.8087
H -2.1405 0.6251 -3.6518
H -1.7834 3.0510 -3.1551
H 0.9853 4.3539 1.1603
H -0.3543 4.6916 -2.1703
H -2.2887 -0.2953 -2.1068
*
```

## Properties
structure (SMILES)	Cc1ccc(O)cc1.Cc1ccccc1
HOMO level	-8.1	eV
HOMO-LUMO gap	8.76	eV


## x
Below is a 2-piece molecular cluster, C14H16O overall, with properties calculated with ωB97M-V with the def2-TZVPD basis set.

Structure (ORCA input):
```
! wB97M-V def2-TZVPD RIJCOSX def2/J DEFGRID3
* xyz 0 1
C -1.1034 2.5145 -2.7141
C -1.9934 2.0492 0.8784
C -1.9629 2.5851 -0.4485
C -1.9098 0.6756 0.9912
C -1.5682 1.7487 -1.5145
C -1.5327 -0.1242 -0.0451
C -1.2230 0.2985 -1.3022
O -1.7226 0.0375 2.1980
H -1.8925 2.7196 1.6953
H -2.1407 3.6220 -0.4970
H -2.2163 0.3656 2.9248
H -1.4000 -1.1703 0.1504
H -1.9516 3.2164 -3.0473
H -0.7316 1.7448 -3.4063
H -0.7672 -0.3087 -2.1887
H -0.4512 3.2872 -2.3340
C 1.3936 -3.6751 0.9150
C 2.0939 -1.4658 1.4238
C 1.5485 -2.3114 0.4611
C 2.6216 -0.1935 1.0985
C 1.4174 -1.7813 -0.7980
C 2.2588 0.2983 -0.1648
C 1.7849 -0.4853 -1.1741
H 2.1899 -1.7730 2.5156
H 3.1548 0.4048 1.8095
H 0.7490 -4.2640 0.1569
H 0.9609 -3.6253 1.9233
H 1.0450 -2.4498 -1.6509
H 2.1844 1.3627 -0.1575
H 1.7208 0.0055 -2.1874
H 2.3741 -4.2364 1.0692
*
```

## Properties
structure (SMILES)	Cc1ccc(O)cc1.Cc1ccccc1
HOMO level	-8.1	eV
HOMO-LUMO gap	8.93	eV


w comes first in stability; the runner-up is 0.0129 hartree higher.


## w
Below is C20H13Cl5FeN3O5 as an isolated structure, with properties calculated with ωB97M-V with the def2-TZVPD basis set.

Structure (ORCA input):
```
! wB97M-V def2-TZVPD RIJCOSX def2/J DEFGRID3
* xyz -1 1
Fe -0.5281 -1.0563 0.4497
O 4.1789 -4.5754 -0.8078
C 3.2371 -3.8767 -0.5191
C 1.7967 -4.3382 -0.3505
O 1.3959 -5.4829 -0.4539
C 1.0427 -3.1259 -0.0411
C 1.8907 -2.0067 0.0055
O 1.4164 -0.8399 0.2706
C 3.2647 -2.3695 -0.3206
O 4.2411 -1.6483 -0.4219
O -0.2192 -2.9948 0.1665
Cl -2.8662 -1.7759 0.6126
C -3.8518 -0.4545 1.2425
Cl -4.6069 0.4981 -0.0529
H -3.2023 0.1949 1.8156
H -4.6414 -0.8810 1.8487
C -1.1982 2.0370 0.0785
N -0.8519 0.9100 0.9236
C -0.7432 1.1144 2.1993
C -0.4989 0.0105 3.0451
C -0.3516 -0.1618 4.4300
C -0.1422 -1.5252 4.6184
C -0.1636 -2.1179 3.3399
N -0.3810 -1.1977 2.4052
C -0.0854 2.6038 -0.7797
C -0.3457 3.7666 -1.5031
C 0.6133 4.3095 -2.3430
C 1.8527 3.6912 -2.4688
C 2.1197 2.5428 -1.7403
C 1.1591 1.9992 -0.8920
H -1.6086 2.8509 0.6902
H -2.0042 1.7217 -0.5944
H -0.8694 2.1174 2.6122
H -0.3851 0.6109 5.1831
H 0.0204 -2.0371 5.5538
H -0.0303 -3.1554 3.0707
H -1.3147 4.2476 -1.4102
H 0.3971 5.2155 -2.8965
H 2.6053 4.1090 -3.1259
H 3.0828 2.0537 -1.8202
H 1.3894 1.1011 -0.3304
Cl 0.4842 -1.1228 -4.8305
C -0.8254 -0.2740 -4.0012
Cl -0.6712 1.4738 -4.2357
Cl -2.3981 -0.8384 -4.5957
C -0.7368 -0.5550 -2.5735
N -0.6670 -0.7682 -1.4528
*
```

## Properties
HOMO level	-4.0	eV
HOMO-LUMO gap	6.00	eV


## x
Below is C20H13Cl5FeN3O5 as an isolated structure, with properties calculated with ωB97M-V with the def2-TZVPD basis set.

Structure (ORCA input):
```
! wB97M-V def2-TZVPD RIJCOSX def2/J DEFGRID3
* xyz -1 1
Fe 0.3929 -0.8418 -0.7614
O 2.7775 2.5107 3.6122
C 2.3874 1.7628 2.7475
C 2.7331 1.8381 1.2693
O 3.5442 2.5894 0.7569
C 1.8952 0.8273 0.6346
C 1.1362 0.1199 1.5856
O 0.3023 -0.7864 1.2251
C 1.4250 0.6016 2.9370
O 1.0090 0.1825 4.0015
O 1.7705 0.5620 -0.6193
Cl 0.6604 -0.7105 -3.2806
C 2.1466 -1.5356 -3.8036
Cl 3.6073 -0.8777 -3.0805
H 2.2060 -1.4119 -4.8781
H 2.0513 -2.5807 -3.5303
C -0.9713 1.9614 -0.8970
N -1.0854 0.5098 -0.9336
C -2.2518 -0.0293 -1.0116
C -2.3274 -1.4513 -1.0559
C -3.3711 -2.3693 -1.1922
C -2.7655 -3.6292 -1.2234
C -1.3870 -3.4080 -1.1044
N -1.1213 -2.1005 -1.0091
C -1.4654 2.6074 0.3839
C -1.6685 3.9849 0.4020
C -2.0567 4.6302 1.5653
C -2.2462 3.9022 2.7324
C -2.0543 2.5295 2.7197
C -1.6748 1.8814 1.5509
H -1.5119 2.3955 -1.7460
H 0.0848 2.2010 -1.0293
H -3.1546 0.5828 -1.0409
H -4.4249 -2.1428 -1.2483
H -3.2534 -4.5873 -1.3141
H -0.5952 -4.1445 -1.0839
H -1.5062 4.5591 -0.5043
H -2.2020 5.7037 1.5635
H -2.5313 4.4048 3.6481
H -2.1761 1.9520 3.6271
H -1.5164 0.8109 1.5589
Cl 5.0035 -3.3650 0.1213
C 3.4692 -4.1200 -0.3295
Cl 3.6268 -4.9722 -1.8560
Cl 2.9488 -5.2227 0.9523
C 2.4641 -3.0720 -0.4728
N 1.6768 -2.2523 -0.5889
*
```

## Properties
HOMO level	-4.0	eV
HOMO-LUMO gap	5.80	eV


w comes first in stability; the runner-up is 0.0082 hartree higher.


## w
Below is C4H10S as an isolated structure, with properties calculated with ωB97M-V with the def2-TZVPD basis set.

Structure (ORCA input):
```
! wB97M-V def2-TZVPD RIJCOSX def2/J DEFGRID3
* xyz 0 1
C -0.1227 -0.6830 1.2121
C -0.2012 -0.1569 -0.0581
C 0.4504 1.3649 -0.1228
C 0.5549 -0.9416 -1.0628
H 0.8215 -0.9342 1.5727
H -0.5987 0.1269 1.8866
H -0.8666 -1.6553 1.2531
H 1.4744 1.0922 0.2342
H -0.4165 1.8553 0.4192
H 0.5263 2.0140 -1.1283
H -0.0898 -0.7840 -2.1468
H 0.7111 -2.1583 -0.7589
H 1.8131 -0.3640 -1.2846
H -2.0599 1.3159 0.3846
S -1.9960 -0.0920 -0.4000
*
```

## Properties
HOMO level	-9.0	eV
HOMO-LUMO gap	9.42	eV


## x
Below is a 2-piece molecular cluster, C4H10S overall, with properties calculated with ωB97M-V with the def2-TZVPD basis set.

Structure (ORCA input):
```
! wB97M-V def2-TZVPD RIJCOSX def2/J DEFGRID3
* xyz 0 1
C 5.8509 1.4972 2.6606
C 5.1522 0.9686 3.6481
H 6.6426 0.9062 2.2127
H 5.6843 2.4531 2.1822
H 5.3653 0.0085 4.1074
H 4.2543 1.4065 4.0601
C -4.3260 -1.3530 -2.5786
C -2.9943 -0.7423 -2.1216
S -3.2224 0.9012 -1.3931
H -4.8379 -2.0171 -1.8750
H -4.1421 -1.9859 -3.4518
H -5.0460 -0.5920 -2.8871
H -2.5106 -1.4685 -1.4613
H -2.3612 -0.6297 -2.9925
H -3.5092 0.6474 -0.1101
*
```

## Properties
structure (SMILES)	C=C.CCS
HOMO level	-9.0	eV
HOMO-LUMO gap	10.09	eV


x comes first in stability; the runner-up is 0.1120 hartree higher.


## w
Below is a 2-piece molecular cluster, C4H10S overall, with properties calculated with ωB97M-V with the def2-TZVPD basis set.

Structure (ORCA input):
```
! wB97M-V def2-TZVPD RIJCOSX def2/J DEFGRID3
* xyz 0 1
C -6.0188 -1.1116 -3.9836
C -6.6381 -0.2278 -3.2172
H -5.4980 -0.8041 -4.8885
H -6.0555 -2.1829 -3.7954
H -6.6253 0.8352 -3.4260
H -7.1271 -0.5586 -2.3119
C 5.0111 0.9913 2.3857
C 3.9971 -0.1019 2.0108
S 2.3066 0.2108 2.5927
H 4.7333 1.4936 3.3113
H 5.0787 1.7513 1.6123
H 5.9915 0.5390 2.5529
H 3.9127 -0.1198 0.9294
H 4.3063 -1.0885 2.3446
H 2.6257 0.3740 3.8830
*
```

## Properties
structure (SMILES)	C=C.CCS
HOMO level	-9.0	eV
HOMO-LUMO gap	10.15	eV


## x
Below is a 2-piece molecular cluster, C4H10S overall, with properties calculated with ωB97M-V with the def2-TZVPD basis set.

Structure (ORCA input):
```
! wB97M-V def2-TZVPD RIJCOSX def2/J DEFGRID3
* xyz 0 1
C -0.6911 -0.8518 1.7377
C 1.1771 1.1198 1.4186
C -1.0506 1.2530 -0.1199
C 0.3741 -1.3488 -1.9072
S 0.1687 0.0408 0.6505
H -1.3230 -1.5371 1.3284
H -0.0793 -1.0615 2.6458
H 1.3468 2.0269 0.8390
H 1.8701 0.8529 2.1735
H -0.7430 2.1379 0.5035
H -0.9411 1.3449 -1.1892
H -1.9771 0.7024 0.1605
H 1.3862 -1.1771 -1.9847
H 0.1712 -2.3389 -1.4002
H -0.3758 -0.7720 -2.3744
*
```

## Properties
HOMO level (spin up / spin down)	-7.1 / -6.9	eV
HOMO-LUMO gap (spin up / spin down)	7.28 / 6.35	eV


w comes first in stability; the runner-up is 0.2282 hartree higher.